ORCA calculation (ωB97M-V with the def2-TZVPD basis set) on one molecule with the formula C3H6BrNO.

Structure (ORCA input):
```
! RIJCOSX wB97M-V def2-TZVPD def2/J DEFGRID3
* xyz 0 1
C 0.0488 0.9623 -0.1233
C 1.1159 -0.0867 -0.7917
C -0.7784 0.0066 0.7358
N -0.3550 -1.3374 0.5229
O 0.3972 -1.3177 -0.6919
Br -2.7163 0.1855 -0.0637
H 0.4597 1.8074 0.4447
H -0.5290 1.5846 -0.9087
H 1.3624 -0.0052 -1.9083
H 1.9661 -0.1212 -0.2094
H -0.9297 0.2610 1.8070
H -0.0417 -1.9391 1.1868
*
```

## Properties
SMILES string = Br[C@@H]1CCON1
E_LUMO = 0.77 eV
energy = -2821.81961 Ha
E_HOMO = -9.09 eV
max |F| = 5.4 eV/A
Kohn-Sham gap = 9.9 eV

ORCA calculation (ωB97M-V with the def2-TZVPD basis set) on C3H6BrO2S as an isolated structure.

Structure (ORCA input):
```
! RIJCOSX wB97M-V def2-TZVPD def2/J DEFGRID3
* xyz -1 1
C 0.7837 0.2917 0.8032
C -0.4734 -0.1620 0.0193
C -1.4454 1.0033 -0.0918
O -1.9914 1.5566 -1.1944
O -2.9628 -0.9001 -1.2467
S -3.2078 0.3571 -0.6441
Br -5.9239 -0.0664 0.4040
H 0.9587 1.2473 0.3721
H 1.4545 -0.5135 0.9008
H 0.3175 0.4924 1.8157
H -0.3188 -0.5607 -0.9814
H -0.9360 -1.0386 0.5496
H -1.2396 1.6509 0.8750
*
```

## Properties
E_LUMO = 3.31 eV
energy = -3240.58310 Ha
E_HOMO = -3.93 eV
max |F| = 4.1 eV/A
Kohn-Sham gap = 7.2 eV

ORCA calculation (ωB97M-V with the def2-TZVPD basis set) on C3H6BrO3S as an isolated structure.

Structure (ORCA input):
```
! RIJCOSX wB97M-V def2-TZVPD def2/J DEFGRID3
* xyz -1 1
C -0.8577 0.3405 1.3309
C -0.6486 0.3217 -1.3719
C -0.1328 0.5304 0.0016
O 1.9693 -0.9834 -1.2187
O 0.3632 -2.0550 0.2673
O 2.2011 -0.7723 1.1997
S 1.2978 -0.9860 0.0492
Br 1.1268 1.9978 0.1526
H -1.3884 1.2404 1.7184
H -0.1364 -0.1915 2.0254
H -1.6751 -0.3977 1.2894
H -1.3918 -0.5224 -1.4759
H 0.2911 0.1474 -2.1374
H -1.0188 1.3301 -1.8305
*
```

## Properties
E_LUMO = 3.36 eV
energy = -3315.87020 Ha
E_HOMO = -4.72 eV
max |F| = 4.2 eV/A
Kohn-Sham gap = 8.1 eV

ORCA calculation (ωB97M-V with the def2-TZVPD basis set) on a 2-piece molecular cluster, C3H6Cl2N2O overall.

Structure (ORCA input):
```
! RIJCOSX wB97M-V def2-TZVPD def2/J DEFGRID3
* xyz 0 3
C -0.3485 0.9996 -0.1521
C 1.0212 0.7880 -0.6663
C -0.5917 -1.9960 0.9741
N -1.3498 0.2164 -0.4047
N 0.4836 -1.8785 0.3493
O -0.4345 2.0979 0.7066
Cl -2.8335 0.5149 0.2655
Cl 0.4632 -2.3561 -1.3144
H 1.6060 1.4981 -0.2690
H 0.9987 0.9812 -1.8306
H 1.3350 -0.1308 -0.4442
H -1.2587 1.8741 1.0817
H -1.5913 -2.0748 0.6427
H -0.6465 -1.7395 2.0485
*
```

## Properties
E_LUMO (spin up / spin down) = 0.58 / -3.29 eV
energy = -1222.75842 Ha
E_HOMO (spin up / spin down) = -6.11 / -9.87 eV
max |F| = 9.3 eV/A
Kohn-Sham gap (spin up / spin down) = 6.7 / 6.6 eV

ORCA calculation (ωB97M-V with the def2-TZVPD basis set) on a 2-piece molecular cluster, C3H6Cl2NO overall.

Structure (ORCA input):
```
! RIJCOSX wB97M-V def2-TZVPD def2/J DEFGRID3
* xyz -1 1
C 0.8096 0.5666 1.0945
C 0.1584 0.6792 -1.3369
C -0.2814 0.6018 0.1470
N -1.3664 -1.9539 0.4298
O -0.6752 -2.4917 1.1826
Cl -1.5965 1.6940 0.5790
Cl -1.2523 -2.7786 -1.4043
H 1.6319 1.3504 0.9035
H 1.3661 -0.4173 1.1390
H 0.4173 0.6122 2.1533
H -0.5982 0.0120 -1.8299
H 1.2191 0.4341 -1.2319
H 0.1677 1.6913 -1.8259
*
```

## Properties
E_LUMO (spin up / spin down) = 3.45 / 3.59 eV
energy = -1168.19616 Ha
E_HOMO (spin up / spin down) = -2.26 / -3.76 eV
max |F| = 3.1 eV/A
Kohn-Sham gap (spin up / spin down) = 5.7 / 7.3 eV

ORCA calculation (ωB97M-V with the def2-TZVPD basis set) on one molecule with the formula C3H6Cl2OS.

Structure (ORCA input):
```
! RIJCOSX wB97M-V def2-TZVPD def2/J DEFGRID3
* xyz 0 1
C -0.6485 0.1644 0.6176
C 0.4191 -0.1803 1.6076
C 3.0181 -0.0324 -0.4235
O 0.8606 -1.9438 -0.3780
S 1.6520 -1.3730 0.7202
Cl 2.6478 1.7171 -0.2126
Cl 4.5980 -0.5357 0.0188
H -1.3973 0.5921 1.3843
H -0.3036 0.8702 -0.1418
H -1.1521 -0.7164 0.1855
H 0.1202 -0.8377 2.4901
H 1.0069 0.7728 1.8301
H 2.7183 -0.3194 -1.4544
*
```

## Properties
E_LUMO = 0.25 eV
energy = -1511.63596 Ha
E_HOMO = -9.02 eV
max |F| = 2.9 eV/A
Kohn-Sham gap = 9.3 eV

Question: Which value of energy does entry 1 give?
Answer: -2821.81961 Ha

Question: Number 3 is which compound?
Answer: C3H6BrO3S